This record from OMol25 describes a molecular structure, C43H48CoN7SSi. The level of theory is wB97M-V/def2-TZVPD.

Structure (XYZ):
```
101
Properties=species:S:1:pos:R:3
H -0.867 1.307 3.658
S 3.023 7.863 -1.234
H 3.201 -2.798 -1.803
H -0.814 -1.769 2.673
H 1.796 -3.298 -4.029
H 4.080 2.582 0.878
C 2.363 1.335 0.676
C 0.069 4.274 0.915
Co -0.353 0.222 -0.081
C 1.474 -0.133 -5.178
C 3.347 1.767 -2.682
C 0.586 5.560 0.973
H -3.269 3.532 -2.732
C 0.868 1.238 2.409
N 1.427 8.279 0.804
C 0.397 0.135 -1.855
C -2.709 -3.256 1.041
H 1.308 -3.787 -6.374
H -0.403 3.847 1.794
N 2.168 -2.225 -0.033
H 0.926 -1.949 -7.981
H 1.472 -3.018 -1.843
H -2.640 -3.992 -2.251
H 2.027 -5.134 -0.161
C 1.268 5.288 -1.284
H 3.757 -5.125 2.023
H 1.043 0.399 -7.210
H 4.255 -2.051 -0.068
C 5.834 0.776 -1.998
C -2.473 -3.473 -1.318
H -0.381 -0.310 -2.485
C 4.440 2.621 -2.640
H -2.506 -1.364 2.904
C 1.687 -1.153 -4.244
C -2.303 1.954 -1.657
H 2.619 1.002 -0.317
H -4.362 4.428 -0.667
H 6.809 0.379 -1.744
H 1.746 5.659 -2.180
C -1.782 -2.278 -1.312
H -3.478 -4.916 -0.075
C 2.252 -2.328 -1.498
H 6.546 2.785 -2.252
H 1.473 -5.196 1.499
H -0.057 -0.236 3.571
N -2.096 1.328 -0.497
H 0.717 3.401 -2.131
H 1.800 9.215 0.819
Si 1.953 -0.716 -2.433
H 0.599 8.091 1.341
H 3.410 3.312 3.191
H 0.447 1.179 -2.212
C -3.731 3.550 -0.624
C 2.802 2.617 2.626
H 1.037 -2.853 1.589
C 1.134 -1.728 -6.942
C 3.713 -2.975 1.772
H -3.066 -3.604 2.002
H 4.321 3.671 -2.881
C -2.001 -2.065 0.956
H 4.742 -2.846 2.113
N 0.131 3.498 -0.163
C 5.689 2.124 -2.288
C 3.461 0.407 -2.369
H 1.532 0.906 -4.868
H 0.519 6.100 1.908
C -1.670 -1.288 2.200
C 1.620 -2.470 -4.706
C -3.522 2.897 0.579
H 3.073 -2.775 2.636
C 4.731 -0.069 -2.040
H 3.476 -0.949 1.055
H -3.987 3.244 1.493
C -3.124 3.060 -1.770
C 1.627 2.117 3.163
H 0.433 -3.359 0.028
H -1.404 -1.862 -2.232
H -3.417 0.274 1.878
H 4.177 -4.560 0.422
C 3.437 -1.971 0.654
H 1.296 2.404 4.153
C -2.708 1.776 0.595
H -2.647 1.596 2.725
N -1.329 0.124 1.944
C 1.864 7.447 -0.156
C 3.493 -4.394 1.259
N 1.229 0.842 1.188
N -1.530 -1.586 -0.191
H -1.776 1.552 -2.512
H 4.875 -1.119 -1.819
C 1.348 -2.758 -6.040
C -2.939 -3.978 -0.113
C 1.346 -3.237 0.609
H 2.382 2.174 -2.960
C -2.556 0.949 1.850
C 1.200 -0.410 -6.508
C 0.703 4.026 -1.246
C -0.379 0.614 2.967
C 1.220 6.083 -0.148
C 3.180 2.219 1.354
C 2.040 -4.591 0.786
```

Values from the calculation:
HOMO energy (alpha / beta)   -9.7237 / -9.7264 eV
Spin multiplicity   2
<S²>   0.91
Total charge   +1

This record from OMol25 describes a molecular structure, CH4BrNO. The level of theory is wB97M-V/def2-TZVPD.

Structure (XYZ):
```
8
Properties=species:S:1:pos:R:3
H -1.211 -2.448 1.334
C 0.763 0.807 -1.363
Br -0.472 0.387 2.363
H -0.657 -1.889 1.172
O 0.526 0.838 -0.142
N -0.526 0.276 0.421
H 1.526 1.442 -1.721
H 0.050 0.588 -2.064
```

Values from the calculation:
HOMO energy (alpha / beta)   -9.0228 / -8.5955 eV

This record from OMol25 describes a molecular structure, C4H6N2O. The level of theory is wB97M-V/def2-TZVPD.

Structure (XYZ):
```
13
Properties=species:S:1:pos:R:3
C 0.892 0.104 0.047
H -1.027 -0.522 0.851
C -0.643 1.558 0.755
H 1.488 1.882 0.928
H -0.872 -2.393 -0.543
H -1.091 -1.397 -1.817
C -0.388 -0.435 -0.196
H -0.928 2.488 1.232
N 0.725 1.292 0.623
C -1.448 0.577 0.195
N -0.479 -1.595 -1.031
H 1.867 -1.203 -0.796
O 2.084 -0.414 -0.264
```

Values from the calculation:
HOMO energy   -8.0470 eV

This record from OMol25 describes a molecular structure, C9H13NOV. The level of theory is wB97M-V/def2-TZVPD.

Structure (XYZ):
```
25
Properties=species:S:1:pos:R:3
H 0.379 -2.025 -1.935
H -0.194 -2.846 -0.387
C -0.412 -0.078 2.001
C 0.986 0.182 2.479
H 1.770 -2.086 0.854
H 2.313 -0.968 -0.523
C -0.766 0.694 -2.258
C 0.462 -2.070 -0.832
H 1.374 0.040 -2.379
H 1.662 1.269 -0.003
C 1.500 -1.566 -0.072
H -0.695 2.398 0.672
H 1.064 1.197 2.891
H -3.471 -0.227 0.466
H -2.418 1.963 -1.414
C -0.514 1.796 -0.217
O -1.352 -0.307 2.737
C -1.428 1.535 -1.304
H -1.216 0.304 -3.167
C 0.734 1.197 -0.565
H 1.236 -0.545 3.263
N -2.517 -0.136 0.117
H 1.717 0.072 1.675
V -0.797 -0.333 -0.275
C 0.583 0.539 -1.824
```

Values from the calculation:
HOMO energy (alpha / beta)   -1.4196 / -2.6837 eV
Spin multiplicity   3
<S²>   2.03
Total charge   -1

This record from OMol25 describes C5H12O4 in the gas phase. The level of theory is wB97M-V/def2-TZVPD.

Structure (XYZ):
```
21
Properties=species:S:1:pos:R:3
H 0.962 0.049 -1.818
H -1.295 -1.945 0.525
H 1.306 -1.810 -0.579
H -0.533 0.993 -1.809
C -1.118 -1.172 -0.297
O 1.226 1.737 -0.867
C 0.338 0.691 -1.150
H 0.695 1.202 1.523
H 1.002 -1.744 1.115
H 0.811 2.591 -0.594
C 1.239 -1.105 0.316
C 0.036 -0.206 0.034
H -3.093 -0.669 -0.114
H -0.378 -0.082 2.094
H -0.771 -1.708 -1.141
O 2.455 -0.475 0.541
H -1.915 1.351 0.507
O -1.148 1.723 1.044
H 2.549 0.283 -0.122
C -0.154 0.633 1.251
O -2.215 -0.336 -0.458
```

Values from the calculation:
Structure (SMILES)   OCC(CO)(CO)CO
HOMO energy   -9.8788 eV

This record from OMol25 describes C4H11N2S in the gas phase. The level of theory is wB97M-V/def2-TZVPD.

Structure (XYZ):
```
18
Properties=species:S:1:pos:R:3
H 2.328 0.255 0.630
H 0.958 -0.601 1.737
H -1.504 -1.865 -2.117
H -0.984 2.371 1.634
H 0.976 -1.676 -0.553
N -0.550 -2.230 -1.997
H -1.133 0.594 1.993
N -0.517 -0.095 -0.604
C 0.237 -1.123 -1.204
S 1.774 1.566 2.727
C -1.079 1.327 1.177
C 1.333 0.377 1.252
H 0.000 -2.032 -2.821
H 0.480 1.678 -0.189
H -1.517 -0.079 -0.723
C 0.109 0.913 0.399
H -1.966 1.266 0.627
H 1.057 -0.647 -1.966
```

Values from the calculation:
HOMO energy (alpha / beta)   -8.3503 / -8.3400 eV
Spin multiplicity   2
<S²>   0.75

This record from OMol25 describes C5H7NO in the gas phase. The level of theory is wB97M-V/def2-TZVPD.

Structure (XYZ):
```
14
Properties=species:S:1:pos:R:3
H -0.736 -0.079 2.265
O -1.843 0.203 0.249
H -1.730 0.072 -2.187
H -0.620 1.450 -2.092
C -0.782 0.245 -0.330
H -0.173 -1.611 1.634
H 0.941 -0.575 2.569
C -0.748 0.392 -1.832
C 0.135 -0.581 1.835
C 0.500 0.176 0.541
H 0.042 -0.179 -2.326
H 0.748 1.209 0.826
N 2.589 -0.470 -0.917
C 1.678 -0.253 -0.235
```

Values from the calculation:
Structure (SMILES)   CC(=O)[C@@H](C)C#N
HOMO energy   -10.2833 eV

This record from OMol25 describes a molecular structure, C13H12Cl7NO4Tc. The level of theory is wB97M-V/def2-TZVPD.

Structure (XYZ):
```
38
Properties=species:S:1:pos:R:3
Cl -0.354 -4.759 -1.548
C 0.345 4.258 1.227
H 1.952 -0.220 4.008
C -2.348 -1.329 -1.895
C -1.314 -2.248 -1.578
C -3.528 -1.698 -2.523
H 1.344 4.451 1.622
Cl -2.964 -5.635 -3.003
H 1.622 -2.838 3.307
O -0.237 -1.864 -1.018
O -0.691 -0.497 1.382
Cl 2.832 2.410 -1.273
H 1.508 -3.190 1.583
H -0.384 4.366 2.032
C 1.952 -2.520 2.319
N 0.214 1.888 0.259
C 0.263 2.955 0.699
C 1.544 -1.082 2.071
Cl -2.042 0.296 -1.454
O 1.756 -0.717 0.699
C 2.248 1.794 -2.815
Cl 1.086 0.470 -2.551
C -1.546 -3.615 -1.935
H 0.130 4.996 0.454
H 3.321 -0.217 2.894
C -0.051 -0.944 2.373
H 2.121 -1.495 0.244
H 1.738 2.587 -3.368
O -0.419 -1.257 3.461
H 3.039 -2.616 2.282
Cl -5.133 -3.522 -3.692
C -2.724 -4.002 -2.581
C 2.244 -0.078 2.971
H 2.001 0.937 2.667
H 3.085 1.382 -3.382
Tc 0.046 0.042 -0.389
C -3.719 -3.051 -2.885
Cl -4.729 -0.540 -2.851
```

Values from the calculation:
HOMO energy (alpha / beta)   -14.9053 / -14.8173 eV
Spin multiplicity   2
<S²>   0.80
Total charge   +2

This record from OMol25 describes 2 unconnected molecules or ions with the total composition C3H9NO. The level of theory is wB97M-V/def2-TZVPD.

Structure (XYZ):
```
14
Properties=species:S:1:pos:R:3
H -0.988 -0.869 -1.658
H 0.706 -2.583 1.968
C -0.240 2.356 0.777
N 0.162 0.345 -0.433
H 0.629 -1.651 -1.139
H -1.647 1.391 -0.618
H -0.883 3.236 0.834
O 0.434 -2.591 1.026
H 0.184 -1.561 1.010
C 0.112 -0.678 -1.477
H 0.528 2.125 1.509
C -0.697 1.299 -0.027
H 1.097 0.742 -0.269
H 0.715 -0.379 -2.445
```

Values from the calculation:
Structure (SMILES)   C=CNC.O
HOMO energy   -7.8323 eV

This record from OMol25 describes 2 unconnected molecules or ions with the total composition C20H22NO3. The level of theory is wB97M-V/def2-TZVPD.

Structure (XYZ):
```
46
Properties=species:S:1:pos:R:3
H 1.724 -0.128 -0.834
H -1.509 2.903 -0.820
H -2.023 5.899 -0.478
C 1.439 0.688 1.153
H -1.868 -6.657 -2.371
O -1.362 5.175 -2.338
C -1.368 3.872 -0.302
C -2.039 4.982 -1.100
C 0.007 5.540 -2.182
C 0.276 -0.774 2.679
C 0.925 0.455 2.438
H 1.452 -1.609 -2.183
C -0.171 -0.197 4.960
H -3.061 4.699 -1.387
C 1.319 -0.275 0.160
H -0.575 -3.827 0.932
C 0.468 1.036 4.764
H -1.802 3.828 0.702
H 0.116 6.483 -1.610
H -0.305 -7.387 -1.872
H 1.977 1.611 0.961
H 0.810 3.536 -2.046
C -0.200 -3.715 -0.080
H -0.592 -0.443 5.935
C 0.929 -2.497 -1.841
H 1.515 2.316 3.355
H 0.384 5.637 -3.210
C -0.845 -6.899 -2.697
H -0.941 -5.656 -0.576
O -0.144 -5.719 -3.167
C -0.415 -4.774 -0.941
N 0.042 4.224 -0.173
H -0.759 -2.073 4.045
C 0.757 4.452 -1.425
H 1.070 -3.511 -3.747
C 0.723 -3.546 -2.716
C 0.473 -2.547 -0.494
C 0.043 -4.710 -2.279
H 1.765 4.802 -1.183
C 0.672 -1.469 0.436
O 0.154 -1.716 1.673
H 0.527 3.540 0.395
C -0.269 -1.111 3.917
H -0.866 -7.544 -3.573
H 0.537 1.742 5.592
C 1.010 1.364 3.529
```

Values from the calculation:
HOMO energy   -11.0226 eV
Total charge   +1

This record from OMol25 describes C4H10OSi2 in the gas phase. The level of theory is wB97M-V/def2-TZVPD.

Structure (XYZ):
```
17
Properties=species:S:1:pos:R:3
H 0.244 -2.165 0.946
C 2.351 -0.376 -1.862
H 3.131 -0.606 -1.079
O 0.871 0.743 1.204
C -2.543 -1.291 -0.598
H -2.183 -2.255 -0.757
C -1.659 -0.453 -0.104
H 2.771 -0.035 -2.780
Si 0.156 -0.836 0.147
Si 0.401 1.906 2.234
H -2.132 0.486 0.008
H -3.631 -0.983 -0.991
H 1.398 3.176 1.962
H 0.213 -0.595 -2.193
H 0.464 1.570 3.611
H -0.938 2.345 1.744
C 1.087 -0.631 -1.492
```

Values from the calculation:
Structure (SMILES)   C=C[SiH](C=C)O[SiH3]
HOMO energy   -9.9445 eV

This record from OMol25 describes a molecular structure, C11H15BBrF4NO3Ti. The level of theory is wB97M-V/def2-TZVPD.

Structure (XYZ):
```
37
Properties=species:S:1:pos:R:3
C 2.073 -1.605 1.863
Br -4.386 0.879 -3.569
C 2.828 -1.523 0.558
H 2.167 -0.680 2.431
F 0.289 -2.883 -3.616
C 3.259 0.512 -0.751
H 1.013 -1.812 1.701
H -0.580 2.199 -0.243
C 0.110 1.566 -0.798
B 0.087 -2.213 -2.476
F 0.871 -2.615 -1.377
H -4.692 -0.012 2.014
H 3.884 -1.311 0.721
C -3.316 0.087 -1.053
O -2.471 -1.057 2.267
F -1.229 -2.067 -2.053
F 0.524 -0.755 -2.622
C 3.627 1.512 0.318
H 4.122 -0.047 -1.115
H 2.791 0.993 -1.608
C -4.431 0.575 -1.706
Ti 0.232 -0.240 -0.648
O 2.295 -0.450 -0.267
H 4.128 1.032 1.160
H 2.731 2.018 0.680
H -6.466 1.228 -1.493
H 0.708 2.108 -1.536
C -4.609 0.159 0.949
H 2.739 -2.440 -0.022
C -5.588 0.841 -0.990
H 4.306 2.258 -0.096
C -2.284 -0.656 1.151
H 2.471 -2.424 2.462
C -3.403 -0.124 0.311
N -5.677 0.638 0.321
H -2.428 -0.132 -1.625
O -1.058 -0.623 0.611
```

Values from the calculation:
HOMO energy   -9.1699 eV

| no. | energy (eV) | largest force on an atom (eV Å⁻¹) |
| --- | --- | --- |
| 1 | -112136.6401 | 1.8 |
| 2 | -74675.5326 | 3.4 |
| 3 | -9269.2045 | 0.4 |
| 4 | -38764.7388 | 4.5 |
| 5 | -13567.9824 | 3.2 |
| 6 | -18138.3591 | 3.6 |
| 7 | -8835.5666 | 1.3 |
| 8 | -113193.7542 | 5.0 |
| 9 | -6792.5461 | 4.1 |
| 10 | -28722.0123 | 1.6 |
| 11 | -22111.0292 | 4.3 |
| 12 | -123993.5275 | 0.5 |